# 1
56
Properties=species:S:1:pos:R:3:forces:R:3:nbo_charge:R:1 method="wB97M-V/def2-TZVPD" lumo_energy_ev=1.70 charge=-1 spin_multiplicity=1
Cl 0.33053 -0.11996 0.16090 -1.968 -0.620 -0.905 2.44
O 0.83352 0.53660 1.41240 -0.194 -0.355 -1.392 -0.90
O 1.44603 -0.44766 -0.77747 -1.544 0.391 2.191 -0.86
O -0.40679 -1.35874 0.54728 1.982 2.285 -0.474 -0.82
O -0.58496 0.80823 -0.53941 2.298 -1.455 2.186 -0.80
O -0.60842 -1.18764 -2.66552 0.900 -0.727 0.504 -0.95
H 0.05291 -0.68218 -2.17028 0.015 -0.239 -0.313 0.48
H -0.84562 -0.58240 -3.34492 -0.716 0.804 -0.863 0.48
O 2.01358 3.65533 2.20825 -0.412 1.350 0.106 -0.99
H 1.06601 3.78311 1.90971 1.784 -0.901 0.191 0.49
H 2.15830 2.75608 2.48218 -0.366 -0.508 0.037 0.46
O -2.19965 1.39239 -2.63828 -0.337 0.297 -2.254 -0.95
H -1.98462 1.17488 -1.75551 -0.650 -0.626 1.842 0.49
H -1.32089 1.53409 -2.98877 0.201 0.120 -0.391 0.45
O 0.65676 1.74612 -2.71134 -0.359 -0.460 -0.782 -0.99
H 1.09663 2.12456 -1.93263 0.547 0.254 -0.256 0.51
H 0.71302 2.35733 -3.45029 0.384 0.208 0.199 0.48
O 2.53015 -1.50430 2.30882 -0.142 0.278 -0.610 -0.93
H 2.49311 -1.44552 3.24622 0.290 -0.263 1.410 0.44
H 2.04395 -0.70206 2.06483 0.068 -0.064 -0.457 0.47
O -1.10677 -4.44786 0.65347 1.105 -0.562 -0.070 -0.94
H -0.54144 -5.09818 0.16139 -0.632 1.124 0.646 0.48
H -0.46699 -3.87063 1.11826 -0.454 -0.609 -0.508 0.46
O -2.92400 -1.99962 2.01903 -2.286 -0.166 -0.706 -0.94
H -2.29669 -1.78281 2.66792 1.397 0.522 1.317 0.46
H -3.72932 -1.53947 2.34386 0.714 -0.421 -0.636 0.47
O 1.82953 -3.27261 -0.01121 -0.753 0.034 0.403 -0.96
H 2.11498 -2.64277 -0.67201 0.719 -0.183 -0.831 0.49
H 1.01565 -2.80398 0.22873 0.063 -0.397 0.275 0.46
O -2.53701 -2.12196 -1.02159 -0.910 0.114 -1.089 -0.98
H -1.87335 -1.64573 -1.56121 -0.027 -0.488 0.200 0.50
H -2.13539 -2.39125 -0.20851 0.409 -0.329 0.600 0.49
O -2.49363 0.94764 2.18296 -1.945 0.756 -0.853 -0.92
H -1.76865 0.53521 2.55045 2.638 -2.385 1.090 0.48
H -2.45336 1.77705 2.61352 -0.542 1.650 0.446 0.46
O -3.26232 0.35177 -0.31844 -1.055 0.696 -0.815 -1.01
H -2.86217 0.55969 0.51365 0.210 -0.115 0.543 0.47
H -3.15396 -0.59182 -0.49345 0.118 -0.440 0.054 0.49
O 3.48182 -0.06583 -2.56832 0.063 0.424 -0.350 -0.97
H 4.38866 -0.07136 -2.23711 -0.520 -0.145 0.306 0.48
H 2.82956 -0.14264 -1.84863 0.669 0.508 0.126 0.50
O -0.64250 -1.13661 3.58439 0.895 0.173 0.425 -0.97
H -0.25661 -1.89489 3.11638 -0.063 0.287 -0.096 0.50
H 0.14706 -0.61941 3.84229 -0.689 -0.357 -0.244 0.48
O 1.85740 2.69604 -0.48791 -0.334 0.036 -0.450 -0.95
H 2.68668 2.51993 -0.04923 0.265 -0.019 0.189 0.49
H 1.19024 2.21982 0.02242 0.178 0.276 0.202 0.48
O -1.04396 3.62673 -1.34994 -0.629 1.892 0.367 -0.97
H -0.67974 2.87162 -1.77941 0.340 -0.822 -0.185 0.47
H -0.66870 3.70390 -0.46665 0.029 -0.418 -0.405 0.47
O -0.42378 3.26435 1.28775 -0.107 0.767 -0.033 -0.93
H -0.78209 3.94539 1.85347 -0.544 0.210 0.243 0.48
H -0.43781 2.44746 1.77411 -0.181 -0.879 0.169 0.50
O 2.68012 -2.55870 -2.67865 -0.659 -2.465 -0.270 -0.99
H 2.77693 -1.63239 -2.82917 0.126 1.051 -0.858 0.49
H 2.05807 -2.97437 -3.31879 0.610 0.914 0.831 0.48

# 2
48
Properties=species:S:1:pos:R:3:forces:R:3:nbo_charge:R:1 method="wB97M-V/def2-TZVPD" lumo_energy_ev="-1.09 / -1.37" spin_multiplicity=1
Pd 0.48228 0.24854 0.40461 -0.162 -1.456 1.565 0.89
O 2.82058 4.07754 -3.45219 0.339 -0.139 -0.079 -0.68
C 1.58518 4.45374 -3.23129 -0.165 -0.060 0.067 0.78
O 1.12948 5.49554 -3.64249 0.000 0.078 -0.025 -0.61
C 0.71588 3.54864 -2.41939 -0.197 -0.161 0.205 -0.25
C -0.59102 3.86654 -2.09779 0.405 -0.017 -0.165 0.02
N -1.07532 2.86704 -1.34299 0.085 0.194 -0.158 -0.32
N -0.16332 1.90954 -1.15269 0.251 -0.160 -0.048 -0.35
C 0.93978 2.29774 -1.79219 -0.408 0.214 -0.097 0.05
C 2.16508 1.39754 -1.77689 0.021 0.005 -0.072 0.76
O 3.13188 1.72434 -2.47459 0.188 0.376 -0.235 -0.68
O 2.10008 0.36984 -1.06199 -0.114 -0.028 -0.149 -0.78
H 3.04008 3.14904 -3.09169 -0.349 0.147 0.011 0.51
H -1.15322 4.73324 -2.37849 -0.188 0.163 -0.013 0.24
H -2.00632 2.77404 -0.95929 0.327 -0.026 -0.063 0.41
O -1.82063 -0.98966 -0.23699 -0.020 0.020 0.085 -0.69
C -1.10643 -2.05346 -0.60919 -0.517 0.051 -0.091 0.79
O 0.06127 -2.15146 -0.33669 0.272 0.294 0.140 -0.58
C -1.90682 -3.08346 -1.39919 0.278 0.118 0.038 -0.18
N -3.32472 -2.68476 -1.37739 -0.147 -0.005 -0.440 -0.65
C -4.05132 -3.73136 -0.65079 -0.155 -0.279 0.109 -0.23
C -3.25002 -5.01016 -0.89279 -0.014 0.208 0.090 -0.42
C -1.81183 -4.50496 -0.79809 -0.080 0.041 -0.065 -0.41
H -1.50693 -3.07436 -2.41879 -0.061 0.084 0.123 0.24
H -3.68122 -2.60506 -2.32249 0.037 -0.025 0.085 0.38
H -2.75463 -1.16286 -0.53159 0.264 -0.163 -0.072 0.52
H -5.08362 -3.79386 -0.99069 -0.004 0.072 0.009 0.21
H -4.06042 -3.47706 0.41281 -0.015 -0.073 0.006 0.19
H -3.45052 -5.38426 -1.89649 -0.054 -0.047 -0.075 0.20
H -3.47483 -5.79916 -0.18189 -0.010 -0.083 0.080 0.23
H -1.10712 -5.12686 -1.34169 0.080 0.017 0.006 0.23
H -1.48402 -4.45696 0.23911 0.026 0.006 0.058 0.22
C 2.06388 1.26074 4.76831 -0.200 -0.274 -0.706 -1.03
Ge 1.80368 0.88494 2.81211 0.797 0.603 0.763 1.46
C 3.48468 0.16664 2.04021 -0.558 0.085 0.094 -1.07
C 1.37978 2.66554 1.98111 -0.128 -0.702 -0.083 -1.07
C 0.34998 -0.36176 2.41241 -0.047 0.777 -1.086 -0.87
H 2.87308 1.97354 4.88011 0.165 0.144 -0.055 0.23
H 2.32828 0.35744 5.30681 0.022 -0.172 0.063 0.23
H 1.16968 1.68394 5.21371 -0.165 0.047 0.017 0.22
H 4.30878 0.86614 2.14601 0.012 0.172 0.023 0.23
H 3.33018 -0.03536 0.98071 0.080 0.027 -0.049 0.26
H 3.76878 -0.76116 2.52821 -0.029 -0.136 0.120 0.23
H 2.05378 3.43784 2.34181 0.178 -0.064 0.109 0.24
H 0.35948 2.97254 2.20761 -0.050 -0.004 0.007 0.22
H 1.49358 2.60234 0.89651 -0.005 0.186 0.020 0.23
H -0.64762 -0.11356 2.77701 0.048 -0.071 0.058 0.20
H 0.57288 -1.42286 2.50971 -0.035 0.016 -0.128 0.21

# 3
63
Properties=species:S:1:pos:R:3:forces:R:3:mulliken_spin:R:1 method="wB97M-V/def2-TZVPD" lumo_energy_ev="4.07 / 4.06" charge=-2 spin_multiplicity=2
Ni -1.58053 -2.15756 -0.42819 -0.222 0.143 0.008 0.95
O -4.44173 -4.08411 1.94799 -0.063 -0.044 -0.012 0.00
C -3.65218 -3.38151 1.30052 -0.043 0.062 0.186 0.00
O -2.66613 -3.72530 0.60721 0.178 -0.101 -0.165 0.01
C -3.87990 -1.86562 1.36528 -0.036 0.079 -0.020 0.00
C -4.89777 -1.30701 2.12699 0.003 0.006 0.013 0.00
C -5.03043 0.06991 2.15887 -0.016 -0.002 0.020 0.00
C -4.14789 0.84969 1.42356 0.019 0.010 -0.006 0.00
C -3.17042 0.21331 0.67835 0.018 -0.015 0.022 0.00
N -3.03917 -1.11249 0.65421 0.001 -0.003 -0.019 0.01
H -5.54513 -1.97562 2.67657 0.003 -0.008 -0.007 0.00
H -5.80720 0.53648 2.75370 0.000 -0.003 0.001 0.00
H -4.20698 1.92991 1.43094 0.010 0.000 -0.007 0.00
H -2.45664 0.76410 0.07699 0.010 0.021 -0.015 0.00
C 5.60598 -1.57125 -0.21783 -0.001 0.021 0.004 0.00
C 4.90293 -2.75077 -0.41376 -0.020 -0.001 -0.001 0.00
C 3.52063 -2.71884 -0.55117 0.014 -0.021 -0.001 0.00
C 2.82659 -1.51506 -0.50804 -0.031 0.034 0.020 -0.01
C 3.54236 -0.33678 -0.30015 0.009 0.011 0.006 0.00
C 4.92170 -0.36339 -0.15585 0.006 -0.014 -0.005 0.00
P 0.97622 -1.56923 -0.72006 0.026 0.051 -0.040 -0.05
C 0.54226 -0.13443 0.29435 -0.019 -0.094 0.079 0.02
C 0.41227 1.13666 -0.25813 0.027 -0.062 0.001 -0.02
C 0.22775 2.23850 0.56635 -0.019 0.105 -0.026 0.01
C 0.16581 2.08759 1.94371 0.049 -0.120 0.062 -0.01
C 0.27515 0.81352 2.49209 -0.029 0.122 0.065 0.01
C 0.46930 -0.29096 1.67886 -0.021 0.005 -0.079 -0.01
C 0.78619 -1.13670 -2.47251 0.221 -0.053 0.004 0.02
C 1.89683 -0.99646 -3.27067 0.000 -0.006 0.005 -0.01
C 1.76592 -0.58417 -4.61331 0.104 -0.025 0.055 0.00
C 0.53498 -0.28372 -5.11366 -0.100 0.016 -0.040 0.00
C -0.62809 -0.40811 -4.31610 0.010 -0.015 0.060 0.01
C -1.90428 -0.07265 -4.82097 0.051 0.022 -0.072 -0.01
C -2.99524 -0.20222 -4.00977 -0.101 -0.013 0.042 0.01
C -2.86708 -0.69574 -2.69406 0.005 -0.037 0.062 -0.02
C -1.66030 -1.07737 -2.12446 0.022 -0.052 0.044 0.13
C -0.52161 -0.87759 -2.97354 -0.112 0.066 -0.148 -0.07
H 6.68291 -1.59146 -0.10064 0.000 -0.002 0.001 0.00
H 5.42856 -3.69760 -0.45072 0.000 -0.001 0.000 0.00
H 2.95943 -3.63694 -0.68561 0.000 -0.002 0.002 0.00
H 3.01728 0.60927 -0.24161 0.016 -0.014 0.002 0.00
H 5.46132 0.56028 0.01363 0.004 -0.003 0.002 0.00
H 0.46227 1.26245 -1.33283 -0.017 0.010 -0.020 0.00
H 0.14472 3.22667 0.13053 -0.008 -0.004 -0.004 0.00
H 0.06172 2.94600 2.59644 -0.038 0.031 -0.047 0.00
H 0.21964 0.70271 3.56751 0.024 -0.073 -0.003 0.00
H 0.56660 -1.27894 2.11399 -0.036 0.000 0.009 0.00
H 2.88632 -1.18965 -2.88081 0.000 0.004 0.000 0.00
H 2.65154 -0.48914 -5.23042 0.002 0.001 0.001 0.00
H 0.42688 0.06031 -6.13802 -0.003 0.001 -0.001 0.00
H -1.99457 0.28769 -5.84065 0.002 0.002 0.000 0.00
H -3.97855 0.06404 -4.38738 -0.001 -0.002 0.005 0.00
H -3.78018 -0.80033 -2.11224 0.002 0.004 0.011 0.00
F 1.77807 4.00898 5.17576 -0.031 -0.005 -0.017 0.00
As 1.33486 5.68561 5.05175 -0.033 0.034 -0.086 0.00
F 2.41913 5.87273 3.70327 0.008 0.015 0.025 0.00
F 0.04514 5.27501 3.95008 0.052 -0.051 0.030 0.00
F 0.89229 7.36637 4.92921 0.007 0.017 0.002 0.00
F 0.24443 5.49936 6.39367 -0.013 -0.002 0.036 0.00
F 2.61858 6.11012 6.15026 0.007 -0.005 -0.001 0.00
C 0.28765 -3.06007 -0.26948 0.142 -0.042 -0.055 0.03
H 0.36828 -3.81578 -1.04845 -0.007 -0.002 0.007 0.00
H 0.52153 -3.42272 0.72840 -0.031 -0.002 0.004 0.00

Values of total energy, in order: -56067.0482; -91641.2928; -163497.3291, all in eV.